Record 1
{
  "formula": "C24H40Cl6O29S5",
  "method": "the ωB97M-V functional and the def2-TZVPD basis",
  "symbols": ["C", "Cl", "Cl", "Cl", "H", "C", "Cl", "Cl", "Cl", "H", "C", "C", "C", "O", "C", "O", "O", "H", "H", "H", "H", "H", "H", "C", "C", "C", "O", "C", "O", "O", "H", "H", "H", "H", "H", "H", "C", "C", "C", "O", "C", "O", "O", "H", "H", "H", "H", "H", "H", "C", "C", "O", "S", "O", "O", "O", "H", "H", "H", "H", "C", "C", "O", "S", "O", "O", "O", "H", "H", "H", "H", "C", "C", "O", "S", "O", "O", "O", "H", "H", "H", "H", "C", "C", "O", "S", "O", "O", "O", "H", "H", "H", "H", "C", "C", "O", "S", "O", "O", "O", "H", "H", "H", "H"],
  "xyz": [[-2.21, 3.69, -2.71], [-2.78, 2.27, -1.86], [-1.71, 4.99, -1.62], [-3.51, 4.19, -3.81], [-1.33, 3.37, -3.27], [3.37, 0.06, 5.52], [3.61, -1.70, 5.65], [4.73, 0.53, 4.64], [3.38, 0.81, 7.19], [2.43, 0.27, 5.00], [2.92, 0.47, -5.83], [1.81, -0.57, -5.42], [2.18, -1.34, -4.25], [1.16, -1.18, -3.35], [0.34, -0.32, -3.81], [-0.50, 0.20, -3.08], [0.73, 0.17, -4.96], [2.65, 1.41, -6.31], [3.65, -0.14, -6.37], [3.63, 0.63, -5.01], [1.60, -1.21, -6.28], [3.06, -0.96, -3.74], [2.42, -2.37, -4.53], [-1.09, 1.74, 6.11], [-1.78, 3.02, 5.73], [-1.05, 4.42, 5.34], [-1.63, 4.86, 4.17], [-2.45, 3.82, 3.69], [-3.31, 3.89, 2.84], [-2.25, 2.73, 4.45], [-0.17, 1.65, 5.53], [-1.63, 0.79, 6.17], [-0.68, 1.75, 7.12], [-2.64, 3.29, 6.35], [0.02, 4.28, 5.14], [-0.97, 5.14, 6.15], [-4.55, 0.95, 2.41], [-3.41, 0.00, 2.35], [-3.65, -1.20, 3.32], [-3.87, -2.31, 2.48], [-3.76, -1.87, 1.21], [-4.00, -2.57, 0.26], [-3.43, -0.66, 1.10], [-5.54, 0.50, 2.53], [-4.43, 1.55, 1.51], [-4.51, 1.73, 3.17], [-2.42, 0.41, 2.55], [-4.49, -1.20, 4.01], [-2.83, -1.22, 4.04], [0.77, 3.92, -5.45], [0.67, 5.31, -4.75], [1.73, 5.50, -3.88], [2.25, 4.00, -3.39], [1.29, 3.35, -2.51], [3.71, 3.98, -2.99], [2.02, 3.50, -4.90], [0.55, 3.88, -6.52], [-0.02, 3.27, -5.08], [-0.19, 5.56, -4.13], [0.55, 6.05, -5.55], [-0.56, -4.16, 5.22], [-0.85, -4.77, 3.81], [0.17, -4.27, 2.90], [0.65, -2.80, 3.52], [-0.33, -1.80, 3.21], [2.07, -2.49, 3.21], [0.44, -3.23, 5.08], [-0.16, -4.92, 5.89], [-1.45, -3.73, 5.69], [-1.82, -4.52, 3.39], [-0.66, -5.84, 3.76], [4.76, -0.96, -1.34], [4.02, -2.18, -1.10], [4.92, -3.15, -0.80], [6.40, -2.92, -1.46], [6.49, -3.89, -2.52], [7.41, -2.86, -0.41], [5.95, -1.40, -2.04], [5.08, -0.48, -0.42], [4.18, -0.23, -1.91], [3.46, -2.45, -2.00], [3.26, -2.13, -0.32], [0.13, -0.11, -0.10], [-0.12, 1.37, 0.09], [1.24, 1.61, 0.51], [1.66, 0.56, 1.73], [1.16, 0.91, 3.06], [3.08, 0.17, 1.63], [0.67, -0.57, 1.12], [0.91, -0.42, -0.80], [-0.78, -0.62, -0.43], [-0.65, 1.61, 1.01], [-0.11, 2.03, -0.77], [-2.14, -3.27, -4.11], [-2.71, -3.09, -2.73], [-4.06, -2.91, -2.99], [-4.54, -4.06, -4.15], [-5.24, -3.26, -5.18], [-5.24, -5.24, -3.63], [-2.96, -4.35, -4.59], [-1.11, -3.59, -4.25], [-2.26, -2.45, -4.82], [-2.24, -2.25, -2.21], [-2.57, -3.98, -2.12]],
  "mulliken_spin": [0.00, 0.00, 0.00, 0.00, 0.00, -0.03, 0.54, 0.43, 0.06, 0.00, 0.00, 0.00, 0.00, 0.00, 0.00, 0.00, 0.00, 0.00, 0.00, 0.00, 0.00, 0.00, 0.00, 0.00, 0.00, 0.00, 0.00, 0.00, 0.00, 0.00, 0.00, 0.00, 0.00, 0.00, 0.00, 0.00, 0.00, 0.00, 0.00, 0.00, 0.00, 0.00, 0.00, 0.00, 0.00, 0.00, 0.00, 0.00, 0.00, 0.00, 0.00, 0.00, 0.00, 0.00, 0.00, 0.00, 0.00, 0.00, 0.00, 0.00, 0.00, 0.00, 0.00, 0.00, 0.00, 0.00, 0.00, 0.00, 0.00, 0.00, 0.00, 0.00, 0.00, 0.00, 0.00, 0.00, 0.00, 0.00, 0.00, 0.00, 0.00, 0.00, 0.00, 0.00, 0.00, -0.01, 0.00, 0.00, 0.00, 0.00, 0.00, 0.00, 0.00, 0.00, 0.00, 0.00, 0.00, 0.00, 0.00, 0.00, 0.00, 0.00, 0.00, 0.00],
  "orbital_gap_ev": [8.16, 1.85],
  "total_charge": 1,
  "multiplicity": 2,
  "total_energy_ha": -7871.86347
}

=====

Record 2
{
  "formula": "C16H13CuNS2",
  "method": "the ωB97M-V functional and the def2-TZVPD basis",
  "symbols": ["Cu", "C", "C", "C", "C", "C", "C", "C", "C", "C", "S", "C", "N", "H", "H", "H", "H", "H", "H", "H", "H", "S", "C", "C", "C", "C", "C", "C", "H", "H", "H", "H", "H"],
  "xyz": [[0.23, -0.13, -1.17], [-0.70, -0.56, 1.98], [0.73, -0.25, 1.79], [1.56, -0.03, 2.93], [2.91, 0.21, 2.80], [3.43, 0.18, 1.48], [4.79, 0.41, 1.25], [5.32, 0.34, -0.02], [4.51, 0.01, -1.14], [3.16, -0.32, -0.94], [2.22, -0.66, -2.34], [2.56, -0.13, 0.36], [1.21, -0.24, 0.54], [-0.90, -0.59, 3.06], [-1.07, -1.43, 1.41], [-1.22, 0.35, 1.59], [1.06, -0.19, 3.90], [3.52, 0.39, 3.71], [5.42, 0.53, 2.10], [6.39, 0.38, -0.25], [4.77, 0.06, -2.19], [-1.19, 0.27, -2.69], [-2.83, 0.17, -2.12], [-3.19, -0.14, -0.79], [-4.52, 0.03, -0.38], [-5.57, 0.29, -1.31], [-5.25, 0.37, -2.65], [-3.88, 0.35, -3.04], [-2.45, -0.52, -0.08], [-4.72, -0.13, 0.70], [-6.63, 0.29, -1.00], [-6.04, 0.37, -3.38], [-3.63, 0.29, -4.10]],
  "nbo_charge": [0.67, -0.66, 0.24, -0.28, -0.13, -0.09, -0.27, -0.19, -0.26, -0.14, -0.44, 0.13, -0.51, 0.21, 0.24, 0.24, 0.21, 0.21, 0.19, 0.20, 0.23, -0.41, -0.14, -0.26, -0.21, -0.29, -0.22, -0.26, 0.20, 0.19, 0.20, 0.20, 0.21],
  "orbital_gap_ev": 6.13,
  "total_charge": -1,
  "total_energy_ha": -3109.21680
}

=====

Record 3
{
  "formula": "C24H42BrCaCl3F15KN6O8PS2",
  "method": "the ωB97M-V functional and the def2-TZVPD basis",
  "symbols": ["C", "N", "C", "C", "O", "C", "N", "S", "O", "O", "C", "F", "F", "C", "F", "F", "C", "F", "F", "C", "F", "F", "F", "H", "H", "H", "H", "H", "H", "H", "H", "C", "C", "C", "N", "C", "C", "C", "C", "C", "C", "H", "H", "H", "H", "H", "H", "H", "H", "H", "H", "H", "H", "H", "H", "H", "H", "H", "H", "H", "H", "Ca", "F", "P", "F", "F", "F", "F", "F", "Br", "C", "O", "O", "O", "C", "O", "N", "N", "H", "H", "H", "H", "C", "C", "N", "H", "H", "H", "C", "S", "O", "C", "H", "H", "H", "H", "H", "H", "C", "Cl", "Cl", "Cl", "H", "K"],
  "xyz": [[6.00, 0.03, -2.90], [6.22, 1.41, -2.43], [7.38, 1.52, -1.57], [5.03, 1.95, -1.85], [4.73, 1.68, -0.71], [4.22, 2.87, -2.76], [2.81, 2.90, -2.46], [2.02, 2.06, -3.48], [2.38, 2.23, -4.87], [1.96, 0.64, -3.17], [0.29, 2.76, -3.36], [-0.43, 2.29, -4.38], [0.41, 4.09, -3.56], [-0.38, 2.53, -1.96], [0.42, 1.86, -1.13], [-0.54, 3.76, -1.39], [-1.79, 1.90, -1.96], [-2.65, 2.55, -2.73], [-2.28, 2.06, -0.66], [-1.83, 0.36, -2.20], [-1.82, -0.23, -0.99], [-0.86, -0.09, -2.96], [-3.01, 0.02, -2.74], [4.93, -0.11, -3.10], [6.38, -0.71, -2.19], [6.51, -0.07, -3.87], [7.48, 0.70, -0.84], [7.47, 2.49, -1.07], [8.27, 1.43, -2.21], [4.48, 2.59, -3.79], [4.63, 3.88, -2.61], [-1.63, 0.30, 1.84], [-2.95, -0.48, 1.68], [-3.40, -1.36, 2.82], [-2.51, -2.55, 3.16], [-3.39, -3.52, 3.92], [-2.62, -4.69, 4.51], [-1.48, -4.21, 5.40], [-0.58, -3.25, 4.63], [-1.38, -2.10, 4.05], [-2.01, -3.20, 1.91], [-0.75, -0.33, 1.70], [-1.58, 1.05, 1.04], [-1.58, 0.81, 2.84], [-2.93, -1.05, 0.76], [-3.75, 0.25, 1.55], [-4.37, -1.78, 2.54], [-3.54, -0.79, 3.74], [-3.87, -2.94, 4.71], [-4.15, -3.87, 3.22], [-3.31, -5.30, 5.10], [-2.24, -5.34, 3.72], [-0.90, -5.07, 5.75], [-1.88, -3.72, 6.28], [-0.05, -3.78, 3.84], [0.18, -2.85, 5.30], [-0.72, -1.46, 3.47], [-1.82, -1.50, 4.86], [-1.32, -2.52, 1.41], [-2.86, -3.42, 1.27], [-1.49, -4.11, 2.16], [-1.83, 2.57, 1.97], [-3.28, -4.98, -2.18], [-4.52, -4.23, -1.41], [-5.19, -5.74, -1.33], [-4.73, -2.92, -0.42], [-6.08, -3.94, -1.90], [-4.13, -3.11, -2.56], [-3.72, -4.70, -0.01], [-5.06, -0.50, -3.72], [2.46, -1.92, -5.03], [2.44, -1.40, -6.14], [3.34, -2.74, -4.62], [1.61, -1.73, -4.12], [4.88, 0.97, 3.51], [4.80, 0.94, 4.73], [5.09, -0.15, 2.75], [4.76, 2.11, 2.78], [5.15, -0.14, 1.75], [5.18, -1.02, 3.24], [4.61, 2.97, 3.28], [4.82, 2.14, 1.77], [10.57, -0.10, -5.06], [10.37, 0.44, -3.73], [10.20, 0.86, -2.68], [10.85, -1.15, -5.03], [9.66, -0.02, -5.66], [11.36, 0.44, -5.59], [-8.38, 0.97, 0.36], [-6.73, 0.39, -0.06], [-6.15, -0.22, 1.18], [-5.99, 2.03, -0.22], [-9.00, 0.10, 0.55], [-8.34, 1.59, 1.26], [-8.79, 1.53, -0.48], [-6.11, 2.58, 0.72], [-6.47, 2.57, -1.03], [-4.94, 1.89, -0.44], [-2.13, 7.59, 2.96], [-3.62, 7.64, 3.90], [-0.77, 8.21, 3.89], [-1.80, 5.93, 2.40], [-2.26, 8.21, 2.09], [-5.68, -2.54, -4.96]],
  "lowdin_charge": [-0.05, -0.19, -0.11, -0.43, 0.09, -0.23, -0.19, 0.57, -0.32, -0.32, -0.46, 0.12, 0.10, -0.37, 0.13, 0.09, -0.31, 0.19, -0.03, -0.53, 0.13, 0.22, -0.13, 0.09, 0.08, 0.08, 0.08, 0.09, 0.02, 0.11, 0.12, -0.27, -0.22, -0.11, -0.24, -0.10, -0.17, -0.19, -0.16, -0.10, 0.04, 0.09, -0.07, -0.05, 0.10, 0.08, 0.13, 0.13, 0.14, 0.15, 0.12, 0.12, 0.12, 0.12, 0.12, 0.13, 0.12, 0.14, 0.11, 0.09, 0.10, 0.88, -0.20, 0.42, -0.21, -0.20, -0.23, -0.30, -0.24, -0.08, -0.92, 0.18, 0.20, 0.23, -0.70, -0.01, 0.15, 0.16, 0.09, 0.09, 0.10, 0.08, -0.07, -0.25, 0.14, 0.08, 0.08, 0.08, -0.27, 0.81, -0.57, -0.26, 0.05, 0.05, 0.05, 0.05, 0.06, 0.02, -1.55, 0.51, 0.52, 0.35, 0.01, 0.52],
  "orbital_gap_ev": 1.50,
  "total_charge": -1,
  "total_energy_ha": -9737.85092,
  "e_above_lowest_kcal_mol": 20.2
}